Record 1
Here is 2 unconnected molecules or ions with the total composition C20H26Cl5IN3O6P from the Open Molecules 2025 dataset. Energies are from the ωB97M-V functional and the def2-TZVPD basis.

```
62
Properties=species:S:1:pos:R:3:mulliken_charge:R:1
C -1.04 3.91 1.28 -1.21
C -1.07 3.76 -0.25 -0.27
N -1.41 2.40 -0.68 0.18
C -0.52 1.39 -0.21 -1.24
C -1.04 0.49 0.73 0.56
C -2.48 0.66 1.15 -0.79
C -3.50 0.15 0.10 -0.75
C -4.60 -0.77 0.71 -0.59
C -4.30 -2.25 0.41 -0.26
N -5.52 -3.05 0.20 -0.75
C -0.21 -0.49 1.20 0.34
I -1.04 -1.94 2.54 -0.02
C 1.11 -0.60 0.82 0.25
C 1.60 0.32 -0.08 -0.15
C 0.79 1.30 -0.62 1.21
P 1.47 2.46 -1.88 0.97
O 2.31 3.48 -1.29 -0.74
O 0.26 3.11 -2.75 -0.59
O 2.25 1.53 -2.97 -0.56
C 3.05 0.22 -0.46 0.54
O 3.70 1.17 -0.86 -0.60
C 3.78 -1.10 -0.32 -0.14
C 5.02 -1.30 -1.13 -2.02
C 4.85 -2.04 -2.50 0.18
O 5.80 -3.08 -2.60 -0.64
C 3.43 -2.50 -2.86 -0.73
N 2.99 -3.75 -2.26 -0.54
C 3.26 -1.95 0.55 1.12
Cl 4.00 -3.50 0.87 -0.15
C 2.03 -1.65 1.36 -0.10
O 1.87 -2.26 2.40 -0.58
H -0.68 4.93 1.48 0.52
H -2.03 3.76 1.69 0.28
H -0.29 3.25 1.72 0.21
H -0.09 4.11 -0.60 0.25
H -1.80 4.49 -0.61 0.50
H -1.55 2.35 -1.68 0.35
H -2.66 0.27 2.15 0.47
H -2.62 1.73 1.22 -0.23
H -3.03 -0.32 -0.77 0.42
H -4.03 1.02 -0.28 0.34
H -5.58 -0.49 0.31 0.42
H -4.67 -0.60 1.78 0.23
H -3.65 -2.35 -0.47 0.32
H -3.76 -2.66 1.27 0.07
H -5.94 -2.81 -0.69 0.25
H -5.20 -4.01 0.06 0.24
H 0.17 2.64 -3.59 0.31
H 1.61 1.22 -3.62 0.32
H 5.49 -0.33 -1.31 0.23
H 5.73 -1.83 -0.48 0.60
H 5.13 -1.30 -3.26 0.46
H 5.88 -3.53 -1.75 0.36
H 2.67 -1.72 -2.68 0.25
H 3.43 -2.66 -3.95 0.35
H 2.30 -3.62 -1.54 0.29
H 3.76 -4.33 -1.96 0.26
Cl -4.47 1.94 4.32 -0.11
C -3.08 1.73 5.39 0.34
Cl -3.50 2.31 7.01 -0.11
Cl -2.65 0.02 5.48 -0.08
Cl -1.71 2.65 4.77 -0.09
```

Its gap between HOMO and LUMO is 0.28534 Eh. As for the spin multiplicity: 1. The SMILES is CCNc1c(CCCCN)c(I)c2c(c1P(=O)(O)O)C(=O)C(C[C@@H](O)CN)=C(Cl)C2=O.ClC(Cl)(Cl)Cl. The total energy comes out at -117919.3090 eV.

---

Record 2
Here is a molecular structure, C20H26DyN2O2Si from the Open Molecules 2025 dataset. Energies are from the ωB97M-V functional and the def2-TZVPD basis.

```
52
Properties=species:S:1:pos:R:3:mulliken_charge:R:1
C 0.98 2.41 1.92 -0.65
C 0.04 2.53 0.87 -0.38
C -1.25 2.35 1.41 -0.48
H 0.25 2.73 -0.17 0.67
C -1.11 2.12 2.80 -0.47
C 0.26 2.16 3.12 -0.45
H 0.70 2.02 4.09 0.46
H 2.05 2.49 1.83 0.48
H -2.17 2.36 0.85 0.68
H -1.91 1.94 3.50 0.51
Dy -0.09 0.41 1.69 0.18
C -1.59 -3.40 -3.75 -0.76
H -2.29 -3.41 -2.92 0.22
H -1.87 -2.63 -4.45 0.24
H -0.59 -3.21 -3.38 0.00
Si -0.18 -0.47 -0.66 0.26
C 1.49 -0.49 -1.58 0.32
C 2.28 0.66 -1.63 0.12
H 1.93 1.57 -1.16 0.22
C 3.52 0.67 -2.26 -0.89
H 4.11 1.57 -2.29 0.42
C 4.01 -0.50 -2.84 -0.41
H 4.98 -0.50 -3.32 0.39
C 3.24 -1.65 -2.80 -0.64
H 3.61 -2.56 -3.25 0.41
C 2.00 -1.64 -2.18 -0.31
H 1.40 -2.55 -2.17 0.24
C -1.33 0.59 -1.74 0.63
C -0.93 1.12 -2.97 -0.37
H 0.04 0.84 -3.38 0.39
C -1.74 1.98 -3.69 -0.68
H -1.40 2.37 -4.65 0.42
C -2.99 2.34 -3.20 -0.48
H -3.63 3.01 -3.77 0.39
C -3.41 1.83 -1.98 -0.65
H -4.39 2.09 -1.59 0.42
C -2.59 0.97 -1.27 -0.55
H -2.93 0.60 -0.31 0.61
H -0.67 -1.88 -0.91 -0.34
H -1.61 -4.37 -4.25 0.34
C -0.55 -0.90 6.41 -0.54
O 0.03 -1.73 5.46 -0.44
C 0.23 -1.33 4.18 0.88
O -0.02 -0.19 3.86 -0.38
N 0.79 -2.13 3.24 -0.28
N 1.11 -1.60 1.98 -0.44
H -0.62 -1.43 7.38 0.25
H -1.58 -0.62 6.09 0.27
H 0.05 0.02 6.54 0.27
H 1.02 -3.11 3.48 0.23
H 1.90 -1.13 2.48 0.35
H 1.41 -2.34 1.31 0.34
```

Its gap between HOMO and LUMO (alpha / beta) is 0.24766 / 0.25319 Eh. The energy above the lowest of the compared OMol25 structures with the same formula, charge and spin is 0.00 kJ/mol. As for the spin multiplicity: 6. Its net charge is +1. As for the expectation value of S²: 9.36. The total energy comes out at -60188.0801 eV.

---

Record 3
Here is 2 unconnected molecules or ions with the total composition C20H26F9IN5O3PS from the Open Molecules 2025 dataset. Energies are from the ωB97M-V functional and the def2-TZVPD basis.

```
66
Properties=species:S:1:pos:R:3:mulliken_charge:R:1
C -1.41 0.74 3.95 -0.75
C -1.91 1.13 2.71 -1.30
C -1.58 0.32 1.51 0.25
C -0.42 0.73 0.76 0.86
N 0.31 1.85 1.25 -0.01
C -0.02 0.04 -0.37 -1.03
C 1.20 0.37 -1.21 -0.53
C 1.62 1.85 -1.36 -1.14
C 2.79 2.37 -0.51 -0.68
C 3.85 1.34 -0.14 -1.00
C 4.89 1.87 0.85 1.02
F 4.60 3.07 1.37 -0.29
F 6.05 2.06 0.12 -0.36
C 5.30 0.83 1.93 0.45
F 5.36 -0.38 1.40 -0.27
F 6.54 1.12 2.35 -0.29
S 4.21 0.80 3.48 1.41
F 4.74 2.22 3.90 -0.29
F 2.97 1.41 2.71 -0.31
F 3.66 -0.65 3.12 -0.32
F 5.39 0.09 4.28 -0.33
F 3.34 0.77 4.80 -0.32
C -0.79 -1.10 -0.76 0.08
N -0.37 -1.82 -1.85 -0.37
C -1.06 -2.87 -2.17 0.66
C -0.57 -3.68 -3.34 -1.08
I 0.32 -5.48 -2.53 0.06
C -1.63 -3.89 -4.46 -0.21
C -2.08 -5.33 -4.73 -1.38
C -2.22 -3.24 -1.43 -0.06
O -2.91 -4.36 -1.84 -0.56
N -2.68 -2.60 -0.40 -0.55
C -1.93 -1.52 -0.05 -0.14
C -2.31 -0.76 1.08 1.66
P -3.79 -1.14 2.06 0.35
O -4.73 0.01 2.17 -0.65
H -1.83 -0.10 4.50 0.22
H -0.55 1.23 4.41 0.26
H -2.54 2.00 2.61 0.15
H -0.21 2.71 1.09 0.30
H 0.47 1.76 2.25 0.17
H 2.00 -0.30 -0.88 0.57
H 0.94 0.03 -2.21 0.43
H 0.75 2.46 -1.13 0.21
H 1.86 2.03 -2.41 0.59
H 3.29 3.14 -1.10 0.44
H 2.45 2.89 0.38 0.39
H 4.38 0.94 -1.00 0.44
H 3.35 0.52 0.38 0.35
H 0.24 -3.11 -3.77 0.65
H -2.52 -3.30 -4.26 0.36
H -1.18 -3.57 -5.40 0.35
H -1.28 -5.95 -5.12 0.41
H -2.46 -5.81 -3.83 0.29
H -2.91 -5.29 -5.44 0.38
H -2.49 -5.12 -1.42 0.36
H -3.35 -1.56 3.34 0.01
H -4.45 -2.20 1.43 0.09
N -3.10 4.02 -1.18 -0.41
C -3.16 3.75 0.16 0.69
N -4.42 3.64 0.68 -0.37
O -2.16 3.63 0.85 -0.65
H -3.91 4.12 -1.76 0.15
H -2.19 4.10 -1.59 0.22
H -4.50 3.43 1.65 0.22
H -5.25 3.73 0.13 0.16
```

Its gap between HOMO and LUMO is 0.26089 Eh. As for the spin multiplicity: 1. The SMILES is C=Cc1c(N)c(CCCCC(F)(F)C(F)(F)S(F)(F)(F)(F)F)c2nc([C@@H](I)CC)c(O)nc2c1[PH2]=O.NC(N)=O. The total energy comes out at -87433.3791 eV.

---

Record 4
Here is C20H26N2O4 in the gas phase from the Open Molecules 2025 dataset. Energies are from the ωB97M-V functional and the def2-TZVPD basis.

```
52
Properties=species:S:1:pos:R:3:mulliken_charge:R:1
C 2.50 3.29 -0.50 -1.05
O 2.61 1.92 -0.81 -0.35
C 3.65 1.21 -0.30 1.10
C 4.67 1.74 0.48 -0.79
C 5.70 0.92 0.94 -0.58
C 5.72 -0.42 0.61 -0.90
C 4.71 -0.95 -0.17 -0.24
C 3.67 -0.15 -0.62 0.38
C 2.59 -0.74 -1.47 -0.47
O 2.76 -0.99 -2.63 -0.61
C 1.29 -1.09 -0.76 1.14
C 1.24 -2.62 -0.61 -1.00
C -0.05 -3.03 0.08 -0.29
C -0.16 -2.30 1.42 -1.16
N -0.15 -0.88 1.19 0.23
C -1.21 -0.04 1.16 0.94
O -1.08 1.15 0.90 -0.73
C -2.60 -0.59 1.47 -1.11
N -3.55 -0.02 0.53 0.16
C -4.13 1.26 0.89 -0.40
C -5.26 1.65 -0.05 -0.73
C -4.76 1.54 -1.48 -0.62
C -4.42 0.09 -1.76 -0.57
C -3.51 -0.53 -0.72 0.49
O -2.82 -1.50 -0.98 -0.65
C 1.10 -0.43 0.61 -1.77
H 3.35 3.86 -0.90 0.40
H 1.58 3.62 -0.98 0.26
H 2.42 3.45 0.58 0.40
H 4.68 2.79 0.74 0.42
H 6.48 1.35 1.54 0.39
H 6.53 -1.05 0.96 0.40
H 4.73 -2.00 -0.45 0.49
H 0.46 -0.79 -1.41 0.40
H 1.31 -3.08 -1.60 0.41
H 2.10 -2.95 -0.02 0.30
H -0.06 -4.11 0.24 0.47
H -0.91 -2.76 -0.54 0.19
H -1.05 -2.61 1.97 0.54
H 0.71 -2.54 2.04 0.45
H -2.66 -1.67 1.36 0.53
H -2.89 -0.31 2.49 0.30
H -4.51 1.17 1.92 0.32
H -3.34 2.02 0.88 0.27
H -5.57 2.67 0.18 0.34
H -6.12 0.99 0.10 0.33
H -3.88 2.17 -1.61 0.31
H -5.52 1.89 -2.18 0.30
H -3.94 -0.03 -2.73 0.32
H -5.33 -0.52 -1.78 0.24
H 1.04 0.66 0.51 0.49
H 1.92 -0.69 1.28 0.29
```

Its gap between HOMO and LUMO is 0.34838 Eh. The energy above the lowest of the compared OMol25 structures with the same formula, charge and spin is 114.29 kJ/mol. As for the spin multiplicity: 1. The SMILES is COc1ccccc1C(=O)[C@H]1CCCN(C(=O)CN2CCCCC2=O)C1. The total energy comes out at -32333.0914 eV.